{
  "formula": "C5H13BrN",
  "method": "ωB97M-V/def2-TZVPD",
  "symbols": ["C", "C", "C", "C", "C", "N", "Br", "H", "H", "H", "H", "H", "H", "H", "H", "H", "H", "H", "H", "H"],
  "coordinates": [[0.013, 1.922, 0.224], [1.584, 0.135, -0.781], [-0.657, -1.820, -0.589], [0.108, 0.623, -0.600], [-0.760, -0.393, 0.038], [-0.483, -0.427, 1.472], [-2.668, 0.131, -0.106], [0.653, 1.826, 1.127], [-0.917, 2.303, 0.520], [0.399, 2.763, -0.415], [2.106, -0.463, 0.095], [2.253, 0.982, -0.901], [1.670, -0.530, -1.542], [-1.226, -2.430, 0.077], [0.389, -2.028, -0.777], [-1.156, -1.753, -1.624], [-0.157, 0.625, -1.597], [0.611, -0.573, 1.388], [-0.998, -1.300, 1.917], [-0.763, 0.410, 2.073]],
  "nbo_charge": [-0.646, -0.601, -0.656, -0.320, 0.178, -0.783, 0.058, 0.197, 0.239, 0.262, 0.185, 0.256, 0.222, 0.225, 0.238, 0.273, 0.253, 0.472, 0.468, 0.480],
  "e_tot_ha": -2826.7876,
  "de_lowest_ev": 1.5939,
  "smiles": "CC(C)[C@@](C)([NH3+])Br",
  "total_charge": 1,
  "lumo_ev": -3.620,
  "homo_energy_ev": -14.585,
  "multiplicity": 1,
  "homo_lumo_gap_ha": 0.40297
}

{
  "formula": "C5H13ClInNO2P",
  "method": "ωB97M-V/def2-TZVPD",
  "symbols": ["C", "C", "C", "N", "In", "C", "C", "O", "P", "O", "Cl", "H", "H", "H", "H", "H", "H", "H", "H", "H", "H", "H", "H", "H"],
  "coordinates": [[0.580, 2.894, 0.436], [0.081, 1.671, -0.591], [-1.441, 1.603, -1.237], [1.038, 0.736, -0.903], [0.236, -1.274, -0.749], [-0.119, -1.923, 1.422], [-1.088, -0.772, 2.148], [-0.628, -0.415, 3.508], [1.988, -2.763, -1.930], [1.774, -2.387, -3.620], [3.919, -2.079, -1.348], [-0.313, 3.577, 0.787], [1.398, 3.502, -0.182], [1.109, 2.325, 1.340], [-1.367, 0.994, -2.248], [-1.770, 2.718, -1.427], [-2.189, 1.001, -0.551], [-1.299, -1.364, -1.743], [-0.716, -2.944, 1.511], [0.937, -2.019, 1.953], [-2.186, -1.219, 2.190], [-1.113, 0.165, 1.444], [0.321, -0.066, 3.476], [0.848, -1.961, -3.685]],
  "lowdin_charge": [-0.119, -0.495, -0.153, -0.127, 0.357, -0.302, -0.328, -0.173, 0.268, -0.552, -0.053, 0.059, 0.076, 0.073, 0.049, 0.066, 0.061, -0.091, 0.035, 0.041, 0.121, 0.068, 0.099, 0.020],
  "e_tot_ha": -1395.1306,
  "total_charge": -1,
  "lumo_ev": 3.092,
  "homo_energy_ev": -3.846,
  "multiplicity": 1,
  "homo_lumo_gap_ha": 0.25499
}

{
  "formula": "C5H13ClNOP",
  "method": "ωB97M-V/def2-TZVPD",
  "symbols": ["C", "C", "C", "C", "C", "N", "O", "P", "Cl", "H", "H", "H", "H", "H", "H", "H", "H", "H", "H", "H", "H", "H"],
  "coordinates": [[-0.039, -2.897, 0.341], [1.559, -0.895, -0.110], [-0.442, 1.980, -1.309], [-0.120, 2.239, 1.028], [0.273, -1.585, -0.421], [-0.263, 1.317, -0.079], [-1.303, -0.457, 1.634], [-0.920, -0.215, 0.264], [-2.558, -0.445, -0.931], [0.100, -2.781, 1.400], [-1.135, -3.002, 0.434], [0.547, -3.774, 0.084], [1.824, -0.640, 0.938], [1.744, 0.050, -0.621], [2.292, -1.596, -0.565], [-0.477, 1.321, -2.169], [-1.320, 2.518, -1.216], [0.260, 2.737, -1.438], [-0.730, 3.134, 0.965], [-0.391, 1.751, 1.949], [0.826, 2.802, 1.339], [0.274, -1.560, -1.516]],
  "nbo_charge": [-0.640, -0.643, -0.399, -0.434, -0.505, -0.788, -1.089, 2.021, -0.325, 0.233, 0.237, 0.224, 0.222, 0.225, 0.211, 0.211, 0.185, 0.199, 0.186, 0.238, 0.198, 0.233],
  "e_tot_ha": -1129.8709,
  "de_lowest_ev": 1.0592,
  "smiles": "CC(C)[P@](=O)(Cl)N(C)C",
  "total_charge": 0,
  "lumo_ev": 0.760,
  "homo_energy_ev": -9.437,
  "multiplicity": 1,
  "homo_lumo_gap_ha": 0.37472
}

{
  "formula": "C5H13F2P",
  "method": "ωB97M-V/def2-TZVPD",
  "symbols": ["F", "C", "C", "C", "P", "C", "C", "F", "H", "H", "H", "H", "H", "H", "H", "H", "H", "H", "H", "H", "H"],
  "coordinates": [[2.975, -1.894, -1.423], [2.159, -1.893, -0.168], [2.262, -0.494, 0.682], [1.594, 0.715, -0.202], [-0.327, 0.862, 0.086], [-2.209, 1.123, 0.277], [-3.145, -0.053, -0.381], [-2.645, -0.611, -1.659], [1.052, -2.152, -0.484], [2.608, -2.759, 0.506], [1.702, -0.523, 1.714], [3.404, -0.244, 0.799], [2.031, 1.733, 0.239], [1.876, 0.705, -1.345], [-0.280, 2.028, -0.762], [-0.451, -0.507, -0.344], [-0.066, 1.062, 1.517], [-2.511, 1.190, 1.422], [-2.469, 2.132, -0.298], [-4.196, 0.460, -0.624], [-3.363, -0.881, 0.450]],
  "nbo_charge": [-0.401, 0.033, -0.472, -0.745, 0.827, -0.792, 0.024, -0.394, 0.181, 0.179, 0.219, 0.232, 0.203, 0.231, -0.061, -0.042, -0.037, 0.231, 0.221, 0.184, 0.180],
  "e_tot_ha": -739.1941,
  "smiles": "FCCC[PH3]CCF",
  "total_charge": 0,
  "lumo_ev": 0.881,
  "homo_energy_ev": -8.419,
  "multiplicity": 1,
  "homo_lumo_gap_ha": 0.34175
}

{
  "formula": "C5H13FIN4O2S",
  "method": "ωB97M-V/def2-TZVPD",
  "symbols": ["C", "C", "C", "N", "C", "C", "N", "N", "N", "S", "O", "O", "F", "H", "H", "H", "H", "H", "H", "H", "H", "H", "H", "H", "H", "H", "I"],
  "coordinates": [[-1.247, -1.557, -3.002], [-0.947, -0.167, -2.564], [0.475, 0.382, -1.961], [0.793, -0.065, -0.552], [-0.386, 0.043, 0.387], [0.190, 0.674, 1.824], [1.043, 1.898, 1.570], [0.824, -0.364, 2.723], [-1.070, 1.175, 2.555], [1.586, -1.618, -0.487], [3.095, -1.321, -0.136], [1.073, -2.578, 0.611], [1.613, -2.485, -1.969], [-0.482, -2.285, -3.547], [-2.369, -1.928, -2.842], [-1.818, 0.643, -2.672], [0.495, 1.576, -1.968], [1.325, 0.045, -2.715], [-0.969, -0.954, 0.577], [-1.202, 0.835, 0.027], [0.947, 2.476, 2.449], [0.654, 2.482, 0.777], [0.264, -1.251, 2.749], [1.812, -0.526, 2.422], [-1.672, 0.324, 2.695], [-1.598, 1.838, 1.928], [-2.429, 2.709, 1.122]],
  "nbo_charge": [-0.436, -0.217, -0.290, -0.575, -0.370, 0.427, -0.884, -0.872, -0.860, 2.240, -0.853, -0.850, -0.491, 0.225, 0.217, 0.232, 0.245, 0.232, 0.238, 0.276, 0.382, 0.374, 0.369, 0.372, 0.314, 0.176, -0.620],
  "e_tot_ha": -1363.3001,
  "total_charge": -1,
  "lumo_ev": 1.979,
  "homo_energy_ev": -3.098,
  "multiplicity": 1,
  "homo_lumo_gap_ha": 0.18661
}

{
  "formula": "C5H13IP2",
  "method": "ωB97M-V/def2-TZVPD",
  "symbols": ["C", "C", "C", "C", "C", "P", "P", "I", "H", "H", "H", "H", "H", "H", "H", "H", "H", "H", "H", "H", "H"],
  "coordinates": [[-0.488, -1.271, -0.596], [0.705, 1.135, -1.546], [1.289, -0.620, 2.602], [-1.158, 0.023, -0.227], [-0.453, 1.154, -0.666], [-2.884, 0.302, -0.997], [1.578, 1.148, 2.068], [3.665, 0.916, 0.789], [-1.104, -2.122, -0.315], [-0.085, -1.077, -1.641], [0.435, -1.292, 0.001], [0.312, 1.110, -2.561], [1.387, 0.347, -1.267], [1.254, 2.076, -1.617], [2.201, -1.090, 3.215], [1.150, -1.404, 1.913], [0.376, -0.662, 3.320], [-1.386, 0.162, 0.897], [-0.901, 2.140, -0.704], [-3.516, -0.845, -0.371], [-2.377, -0.129, -2.295]],
  "nbo_charge": [-0.631, -0.700, -1.026, -0.516, -0.101, 0.281, 0.410, -0.151, 0.229, 0.226, 0.206, 0.220, 0.221, 0.234, 0.249, 0.231, 0.241, 0.235, 0.195, -0.026, -0.024],
  "e_tot_ha": -1178.5600,
  "de_lowest_ev": 0.7501,
  "total_charge": 0,
  "lumo_ev": [0.130, -1.132],
  "homo_energy_ev": [-8.001, -7.080],
  "multiplicity": 1,
  "homo_lumo_gap_ha": [0.29882, 0.21858]
}

{
  "formula": "C5H13N",
  "method": "ωB97M-V/def2-TZVPD",
  "symbols": ["C", "C", "C", "C", "C", "N", "H", "H", "H", "H", "H", "H", "H", "H", "H", "H", "H", "H", "H"],
  "coordinates": [[-0.271, 1.085, 1.721], [0.504, 0.194, 0.673], [-0.077, 0.414, -0.669], [0.849, -0.181, -1.841], [-1.599, -0.164, -0.808], [0.513, -1.317, 1.020], [-0.277, 2.024, 1.192], [0.299, 1.114, 2.662], [-1.328, 0.833, 1.939], [1.526, 0.700, 0.662], [-0.112, 1.587, -0.873], [1.881, 0.277, -1.827], [0.755, -1.268, -1.929], [0.639, 0.040, -2.906], [-2.274, 0.078, 0.020], [-1.547, -1.282, -0.831], [-2.017, 0.172, -1.801], [1.250, -1.405, 1.820], [1.175, -1.732, 0.270]],
  "nbo_charge": [-0.613, -0.058, -0.210, -0.648, -0.624, -0.829, 0.207, 0.208, 0.211, 0.173, 0.203, 0.215, 0.209, 0.222, 0.214, 0.214, 0.209, 0.349, 0.348],
  "e_tot_ha": -253.0125,
  "de_lowest_ev": 1.3763,
  "smiles": "CC(C)[C@@H](C)N",
  "total_charge": 0,
  "lumo_ev": 1.014,
  "homo_energy_ev": -9.817,
  "multiplicity": 1,
  "homo_lumo_gap_ha": 0.39805
}

{
  "formula": "C5H13N",
  "method": "ωB97M-V/def2-TZVPD",
  "symbols": ["C", "C", "C", "C", "C", "H", "H", "H", "H", "H", "H", "H", "H", "H", "H", "H", "H", "H", "N"],
  "coordinates": [[2.107, -0.915, -0.254], [0.689, -0.675, 0.306], [0.721, 1.721, 0.036], [-1.436, 0.498, 0.006], [-2.165, -0.797, -0.074], [2.842, -1.829, 0.254], [2.905, 0.121, 0.159], [1.984, -0.826, -1.361], [0.267, -1.523, -0.052], [0.684, -0.688, 1.634], [1.793, 1.668, -0.421], [0.103, 2.309, -0.531], [0.616, 1.671, 1.161], [-1.565, 1.199, 0.904], [-1.972, 1.084, -0.866], [-2.039, -1.792, 0.482], [-2.101, -1.248, -1.066], [-3.445, -0.475, 0.034], [0.013, 0.496, -0.353]],
  "nbo_charge": [-0.619, -0.229, -0.432, -0.247, -0.632, 0.242, 0.168, 0.225, 0.187, 0.139, 0.218, 0.206, 0.180, 0.184, 0.200, 0.227, 0.217, 0.208, -0.442],
  "e_tot_ha": -252.8826,
  "de_lowest_ev": 4.9101,
  "total_charge": 0,
  "lumo_ev": 1.125,
  "homo_energy_ev": -8.643,
  "multiplicity": 1,
  "homo_lumo_gap_ha": 0.35898
}

{
  "formula": "C5H13N",
  "method": "ωB97M-V/def2-TZVPD",
  "symbols": ["C", "C", "C", "C", "C", "N", "H", "H", "H", "H", "H", "H", "H", "H", "H", "H", "H", "H", "H"],
  "coordinates": [[-0.743, -0.048, -0.871], [0.351, -0.953, -1.290], [1.063, -1.836, -0.517], [0.489, 0.895, -0.553], [-0.099, 2.235, 0.074], [-0.938, -0.497, 2.359], [-1.346, -0.468, -0.085], [-1.245, 0.454, -1.677], [0.215, -1.187, -2.366], [1.215, -2.883, -0.761], [1.853, -1.485, 0.146], [-0.183, -0.131, 2.930], [1.024, 1.267, -1.432], [1.308, 0.575, 0.082], [-0.128, 2.089, 1.156], [0.454, 3.132, -0.200], [-1.137, 2.311, -0.246], [-0.447, -0.929, 1.582], [-1.286, -1.331, 2.820]],
  "nbo_charge": [-0.462, -0.060, -0.548, -0.410, -0.594, -1.067, 0.246, 0.215, 0.176, 0.206, 0.201, 0.355, 0.213, 0.214, 0.208, 0.199, 0.199, 0.355, 0.354],
  "e_tot_ha": -252.9065,
  "de_lowest_ev": 4.2610,
  "total_charge": 0,
  "lumo_ev": 0.856,
  "homo_energy_ev": -7.621,
  "multiplicity": 1,
  "homo_lumo_gap_ha": 0.31154
}

{
  "formula": "C5H13N",
  "method": "ωB97M-V/def2-TZVPD",
  "symbols": ["C", "C", "N", "C", "C", "C", "H", "H", "H", "H", "H", "H", "H", "H", "H", "H", "H", "H", "H"],
  "coordinates": [[-0.559, -0.780, -2.228], [-1.164, 0.269, -1.259], [-0.799, 0.015, 0.107], [0.751, 1.428, 1.310], [0.571, 0.088, 0.550], [0.829, -1.108, 1.512], [0.002, -0.343, -3.047], [-0.026, -1.527, -1.657], [-1.378, -1.335, -2.663], [-2.241, 0.289, -1.328], [-0.818, 1.275, -1.529], [-1.453, 0.371, 0.807], [1.422, 1.248, 2.146], [-0.161, 1.854, 1.741], [1.118, 2.200, 0.642], [1.222, 0.115, -0.311], [1.819, -0.968, 1.940], [0.790, -2.037, 0.971], [0.076, -1.055, 2.295]],
  "mulliken_spin": [0.052, 0.003, 0.782, 0.074, -0.014, 0.072, -0.005, -0.005, 0.002, 0.005, 0.059, -0.033, -0.003, 0.005, 0.005, 0.002, 0.002, -0.007, 0.002],
  "e_tot_ha": -252.7459,
  "de_lowest_ev": 0.1947,
  "total_charge": 1,
  "lumo_ev": [-2.926, -7.508],
  "homo_energy_ev": [-15.884, -16.842],
  "multiplicity": 2,
  "homo_lumo_gap_ha": [0.47620, 0.34303]
}

{
  "formula": "C5H13N2",
  "method": "ωB97M-V/def2-TZVPD",
  "symbols": ["C", "C", "C", "C", "N", "C", "N", "H", "H", "H", "H", "H", "H", "H", "H", "H", "H", "H", "H", "H"],
  "coordinates": [[1.338, 0.301, 2.612], [0.333, -0.575, 1.879], [-0.730, 0.019, 0.973], [-0.444, 0.530, -0.415], [-0.128, -0.590, -1.304], [-0.169, -0.612, -2.636], [-0.759, 0.284, -3.373], [2.254, -0.228, 2.843], [0.892, 0.734, 3.488], [1.602, 1.171, 1.970], [-0.173, -1.116, 2.657], [0.860, -1.300, 1.352], [-1.510, -0.737, 0.790], [-1.150, 0.889, 1.545], [0.422, 1.240, -0.544], [-1.248, 1.225, -0.836], [0.035, -1.428, -0.784], [0.495, -1.252, -3.175], [-1.573, 0.648, -2.921], [-0.348, 0.799, -4.123]],
  "mulliken_spin": [0.001, 0.005, 0.030, -0.020, 0.164, 0.657, 0.108, 0.000, 0.000, 0.000, 0.000, 0.002, -0.013, 0.003, 0.011, 0.002, -0.011, 0.034, 0.000, 0.028],
  "e_tot_ha": -307.7110,
  "de_lowest_ev": 1.0397,
  "total_charge": 0,
  "lumo_ev": [1.096, 1.062],
  "homo_energy_ev": [-4.429, -8.628],
  "multiplicity": 2,
  "homo_lumo_gap_ha": [0.20305, 0.35613]
}

{
  "formula": "C5H13N2",
  "method": "ωB97M-V/def2-TZVPD",
  "symbols": ["C", "C", "C", "C", "C", "N", "N", "H", "H", "H", "H", "H", "H", "H", "H", "H", "H", "H", "H", "H"],
  "coordinates": [[-0.146, -1.578, 1.758], [-0.605, -1.031, 0.715], [1.053, -0.636, -1.899], [1.124, 1.177, 0.799], [-1.550, 0.963, 0.311], [-0.058, 0.147, -1.352], [-0.321, 0.244, 0.081], [-0.462, -2.539, 2.205], [0.690, -1.162, 2.433], [-1.477, -1.294, 0.106], [1.283, -1.413, -1.153], [0.655, -1.258, -2.901], [1.903, -0.066, -2.203], [1.877, 1.237, 0.045], [0.702, 2.127, 0.952], [1.520, 0.723, 1.695], [-1.446, 1.994, 0.020], [-2.235, 0.571, -0.452], [-1.948, 0.872, 1.314], [-0.443, 0.856, -1.997]],
  "nbo_charge": [-0.352, -0.072, -0.437, -0.316, -0.435, -0.500, -0.089, 0.266, 0.228, 0.228, 0.224, 0.241, 0.209, 0.224, 0.213, 0.224, 0.233, 0.239, 0.260, 0.414],
  "e_tot_ha": -307.4124,
  "de_lowest_ev": 5.6919,
  "total_charge": 1,
  "lumo_ev": -3.251,
  "homo_energy_ev": -13.694,
  "multiplicity": 1,
  "homo_lumo_gap_ha": 0.38375
}